{
  "formula": "C38H45BCeIN8S2",
  "method": "ωB97M-V with the def2-TZVPD basis set",
  "symbols": ["Ce", "C", "C", "C", "C", "C", "C", "C", "C", "C", "C", "H", "H", "H", "H", "H", "H", "H", "H", "H", "H", "H", "H", "H", "H", "H", "C", "C", "N", "N", "C", "B", "N", "C", "C", "C", "N", "N", "C", "C", "C", "N", "H", "H", "H", "H", "H", "H", "H", "H", "H", "H", "S", "C", "N", "C", "C", "N", "C", "C", "C", "C", "C", "C", "C", "C", "S", "C", "C", "C", "C", "C", "C", "C", "H", "H", "H", "H", "H", "H", "H", "H", "H", "H", "H", "H", "H", "H", "H", "H", "H", "H", "I", "C", "H", "H"],
  "positions_angstrom": [[1.595, 0.598, -1.375], [0.855, 3.750, -2.342], [2.224, 3.482, -2.542], [2.816, 3.204, -1.284], [1.813, 3.335, -0.297], [0.604, 3.686, -0.958], [-0.669, 4.185, -0.333], [2.033, 3.390, 1.190], [4.301, 3.196, -1.054], [3.044, 3.703, -3.783], [-0.152, 4.209, -3.362], [-1.563, 3.759, -0.798], [-0.747, 5.273, -0.446], [-0.727, 3.974, 0.733], [2.262, 2.425, 1.646], [1.150, 3.783, 1.697], [2.867, 4.050, 1.445], [4.826, 2.374, -1.549], [4.537, 3.115, 0.005], [4.751, 4.124, -1.423], [3.505, 2.793, -4.176], [3.860, 4.401, -3.572], [2.459, 4.143, -4.593], [-0.877, 3.438, -3.643], [0.328, 4.544, -4.284], [-0.727, 5.061, -2.988], [-2.405, -2.108, -2.309], [-1.743, -1.041, -1.700], [-0.519, -0.873, -2.201], [-0.378, -1.836, -3.142], [-1.488, -2.582, -3.225], [0.857, -1.937, -4.072], [2.073, -2.453, -3.295], [2.757, -3.573, -3.567], [3.667, -3.785, -2.555], [3.468, -2.708, -1.691], [2.498, -1.903, -2.131], [1.110, -0.572, -4.723], [0.951, -0.305, -6.029], [0.941, 1.060, -6.200], [1.115, 1.562, -4.909], [1.210, 0.585, -4.013], [-3.402, -2.469, -2.123], [-2.103, -0.372, -0.936], [-1.548, -3.385, -3.941], [0.611, -2.732, -4.945], [2.535, -4.140, -4.456], [4.376, -4.588, -2.458], [3.990, -2.492, -0.778], [0.834, -1.110, -6.735], [0.834, 1.614, -7.117], [1.156, 2.577, -4.581], [-0.683, 1.246, 0.598], [-1.077, 0.094, 1.708], [-2.015, 0.270, 2.631], [-2.214, -0.701, 3.709], [-2.209, -2.072, 3.118], [-0.954, -2.266, 2.391], [-0.405, -3.627, 2.485], [0.212, -3.865, 3.841], [-0.331, -4.815, 4.697], [0.216, -5.025, 5.958], [1.308, -4.277, 6.369], [1.856, -3.324, 5.516], [1.314, -3.118, 4.257], [-0.357, -1.286, 1.719], [1.051, -1.474, 0.899], [-2.808, 1.503, 2.753], [-4.275, 1.202, 2.576], [-4.732, 0.739, 1.344], [-6.073, 0.440, 1.162], [-6.970, 0.605, 2.212], [-6.523, 1.070, 3.439], [-5.175, 1.366, 3.619], [-3.172, -0.492, 4.180], [-1.422, -0.592, 4.456], [-3.059, -2.210, 2.444], [-2.256, -2.825, 3.903], [0.308, -3.765, 1.677], [-1.238, -4.316, 2.329], [-1.185, -5.402, 4.375], [-0.213, -5.769, 6.616], [1.737, -4.437, 7.350], [2.714, -2.742, 5.829], [1.753, -2.382, 3.594], [-2.455, 2.204, 2.003], [-2.614, 1.939, 3.736], [-4.033, 0.623, 0.521], [-6.420, 0.088, 0.200], [-8.018, 0.376, 2.069], [-7.218, 1.204, 4.257], [-4.825, 1.735, 4.577], [4.628, 0.689, 1.694], [3.795, 0.016, -0.181], [4.671, -0.044, -0.836], [3.601, -1.010, 0.125]],
  "atomic_forces_ev_per_a": [[-0.2, 1.4, -0.1], [-0.1, -0.1, -0.2], [0.3, -0.4, -0.1], [0.3, 0.0, -0.1], [-0.3, 0.1, 0.3], [-0.1, -0.4, 0.3], [0.0, 0.1, -0.1], [-0.1, 0.0, 0.1], [0.1, 0.0, 0.0], [0.1, 0.1, 0.0], [0.0, 0.1, 0.0], [0.0, 0.0, 0.0], [0.0, 0.0, 0.0], [0.0, 0.0, 0.0], [0.0, 0.0, 0.0], [0.0, 0.0, 0.0], [0.0, 0.0, 0.0], [0.0, 0.0, 0.0], [0.0, 0.0, 0.0], [0.0, 0.0, 0.0], [0.0, 0.0, 0.0], [0.0, 0.0, 0.0], [0.0, 0.0, 0.0], [0.0, 0.0, 0.0], [0.0, 0.0, 0.0], [0.0, 0.0, 0.0], [0.0, 0.0, 0.0], [0.0, 0.1, 0.0], [-0.2, -0.4, 0.1], [0.1, 0.2, -0.1], [0.0, 0.0, 0.0], [0.0, -0.1, -0.1], [-0.1, 0.0, 0.2], [-0.1, 0.0, 0.0], [0.1, 0.1, 0.0], [-0.1, 0.0, 0.0], [0.1, 0.0, -0.2], [-0.1, 0.0, 0.1], [-0.1, 0.0, 0.1], [0.1, 0.1, 0.0], [-0.1, 0.0, 0.0], [0.2, -0.4, -0.2], [0.0, 0.0, 0.0], [0.0, 0.0, 0.0], [0.0, 0.0, 0.0], [0.0, 0.0, 0.1], [0.0, 0.0, 0.0], [0.0, 0.0, 0.0], [0.0, 0.0, 0.0], [0.0, 0.0, 0.0], [0.0, 0.0, 0.0], [0.0, 0.0, -0.1], [0.1, 0.0, -0.2], [0.3, -0.9, 0.0], [-0.2, 0.2, 0.5], [0.0, 0.2, -0.1], [0.2, -0.1, -0.1], [-0.2, -0.4, 0.3], [-0.1, 0.1, -0.1], [0.0, 0.0, 0.0], [0.0, 0.0, 0.1], [0.0, 0.0, 0.0], [0.0, 0.0, 0.0], [0.0, 0.0, 0.0], [0.0, 0.0, 0.0], [-0.5, 0.7, -0.1], [0.5, -0.1, -0.1], [0.1, -0.1, 0.0], [0.0, 0.0, 0.0], [0.0, 0.0, 0.0], [0.0, 0.0, 0.0], [0.0, 0.0, 0.0], [0.0, 0.0, 0.0], [-0.1, 0.0, 0.0], [0.0, 0.0, 0.0], [0.0, 0.0, 0.0], [0.0, 0.0, 0.0], [0.0, 0.0, 0.0], [0.0, 0.0, 0.0], [0.0, 0.0, 0.0], [0.0, 0.0, 0.0], [0.0, 0.0, 0.0], [0.0, 0.0, 0.0], [0.0, 0.0, 0.0], [0.0, 0.0, 0.0], [0.0, 0.0, 0.0], [0.0, 0.0, 0.0], [0.0, 0.0, 0.0], [0.0, 0.0, 0.0], [0.0, 0.0, 0.0], [0.0, 0.0, 0.0], [0.0, 0.0, 0.0], [0.0, 0.1, 0.1], [-0.1, -0.1, 0.1], [0.0, 0.1, 0.0], [0.0, 0.0, 0.0]],
  "multiplicity": 2,
  "e_above_lowest_kj_mol": 47.10,
  "max_force_ha_per_bohr": 0.028,
  "homo_ha": [-0.24102, -0.24107],
  "homo_lumo_gap_ev": [5.48, 5.49]
}

{
  "formula": "C38H53FeGeN3O5PSe2",
  "method": "ωB97M-V with the def2-TZVPD basis set",
  "symbols": ["Fe", "O", "C", "C", "C", "O", "C", "Se", "C", "Se", "H", "H", "H", "H", "H", "H", "H", "H", "H", "H", "O", "P", "N", "C", "C", "C", "C", "N", "C", "C", "C", "C", "N", "C", "C", "C", "C", "H", "H", "H", "H", "H", "H", "H", "H", "H", "H", "H", "H", "H", "H", "H", "H", "H", "H", "H", "H", "H", "H", "H", "H", "O", "C", "O", "C", "C", "Ge", "C", "C", "C", "C", "C", "C", "C", "C", "C", "C", "C", "C", "C", "C", "C", "C", "C", "C", "H", "H", "H", "H", "H", "H", "H", "H", "H", "H", "H", "H", "H", "H", "H", "H", "H", "H", "H"],
  "positions_angstrom": [[1.242, -0.368, 0.942], [3.356, -1.772, 1.353], [4.388, -1.377, 2.239], [4.180, -0.089, 3.068], [5.450, 0.006, 3.949], [5.399, 1.005, 4.953], [4.191, 1.162, 2.182], [2.741, 1.493, 0.867], [2.980, -0.125, 4.031], [1.316, -1.028, 3.458], [2.726, -2.311, 1.860], [5.273, -1.226, 1.611], [4.600, -2.198, 2.934], [6.325, 0.166, 3.300], [5.597, -0.937, 4.482], [5.081, 1.820, 4.551], [5.110, 1.163, 1.591], [4.181, 2.058, 2.810], [2.699, 0.891, 4.302], [3.267, -0.637, 4.949], [-0.686, 1.018, 0.854], [-1.766, 1.457, 1.778], [-1.508, 2.641, 2.934], [-1.114, 3.949, 2.339], [0.012, 4.493, 3.226], [0.579, 3.237, 3.884], [-0.674, 2.409, 4.124], [-2.522, 0.166, 2.497], [-3.127, 0.144, 3.829], [-2.588, -1.137, 4.454], [-2.562, -2.100, 3.262], [-2.174, -1.207, 2.077], [-2.934, 2.284, 0.887], [-4.118, 2.763, 1.603], [-5.074, 3.128, 0.477], [-4.860, 1.967, -0.497], [-3.353, 1.701, -0.402], [-1.968, 4.632, 2.319], [-0.771, 3.810, 1.314], [-0.389, 5.173, 3.982], [0.759, 5.025, 2.636], [1.133, 3.443, 4.802], [1.220, 2.719, 3.167], [-1.208, 2.784, 5.008], [-0.461, 1.350, 4.263], [-4.221, 0.085, 3.741], [-2.872, 1.046, 4.384], [-3.206, -1.499, 5.277], [-1.572, -0.972, 4.814], [-3.552, -2.537, 3.111], [-1.832, -2.897, 3.389], [-2.712, -1.480, 1.164], [-1.112, -1.298, 1.866], [-3.865, 3.603, 2.250], [-4.566, 1.979, 2.230], [-4.766, 4.070, 0.017], [-6.104, 3.224, 0.821], [-5.168, 2.202, -1.515], [-5.426, 1.097, -0.156], [-2.817, 2.206, -1.209], [-3.117, 0.635, -0.462], [0.689, -2.666, 0.823], [1.299, -2.751, -0.268], [1.491, -1.747, -1.006], [1.855, -4.089, -0.715], [1.775, -4.247, -2.227], [2.465, -2.687, -3.269], [4.183, -1.825, -2.793], [5.373, -2.191, -3.422], [6.568, -1.558, -3.109], [6.591, -0.538, -2.168], [5.412, -0.152, -1.548], [4.220, -0.789, -1.860], [2.905, -3.720, -4.948], [3.794, -4.796, -4.887], [4.075, -5.577, -5.999], [3.451, -5.306, -7.209], [2.553, -4.253, -7.292], [2.290, -3.471, -6.173], [1.162, -1.345, -3.890], [-0.176, -1.368, -3.511], [-1.054, -0.381, -3.934], [-0.604, 0.645, -4.754], [0.724, 0.671, -5.155], [1.598, -0.316, -4.721], [1.312, -4.865, -0.174], [2.900, -4.113, -0.388], [0.731, -4.384, -2.527], [2.323, -5.131, -2.554], [5.369, -2.968, -4.175], [7.484, -1.861, -3.603], [7.524, -0.042, -1.927], [5.403, 0.651, -0.820], [3.310, -0.479, -1.370], [4.279, -5.031, -3.944], [4.777, -6.399, -5.923], [3.660, -5.917, -8.079], [2.055, -4.041, -8.231], [1.586, -2.649, -6.251], [-0.532, -2.156, -2.858], [-2.090, -0.404, -3.617], [-1.284, 1.426, -5.071], [1.078, 1.468, -5.798], [2.639, -0.283, -5.027]],
  "atomic_forces_ev_per_a": [[-0.3, -0.7, 0.5], [0.1, -0.2, -0.2], [0.1, 0.2, 0.1], [-0.1, 0.0, 0.0], [0.0, -0.1, -0.2], [0.0, 0.1, 0.1], [-0.3, -0.2, -0.3], [0.3, 0.7, -0.1], [-0.3, -0.1, -0.2], [-0.2, 0.2, 0.1], [-0.1, 0.2, 0.1], [0.0, 0.0, 0.1], [0.0, 0.0, 0.0], [0.0, 0.0, 0.0], [0.0, 0.0, 0.0], [0.0, 0.0, 0.0], [0.1, 0.0, 0.1], [0.1, 0.0, 0.0], [0.1, 0.1, 0.0], [0.0, 0.0, 0.0], [0.3, -0.4, 0.1], [-0.8, 0.4, 0.0], [0.3, -0.4, -0.5], [0.0, 0.2, 0.0], [0.0, -0.1, 0.0], [0.0, 0.0, -0.1], [0.0, -0.1, 0.2], [0.6, 0.1, 0.2], [-0.2, 0.0, 0.0], [0.0, 0.0, -0.1], [0.1, 0.2, 0.1], [0.0, -0.2, -0.1], [0.2, -0.1, 0.2], [0.0, 0.1, 0.0], [0.0, -0.1, 0.0], [0.0, 0.1, 0.1], [0.1, 0.1, -0.2], [0.0, -0.1, -0.1], [0.0, 0.0, 0.0], [0.0, 0.0, 0.0], [0.0, 0.0, 0.0], [0.0, 0.0, 0.0], [0.1, -0.1, 0.0], [0.0, -0.1, 0.0], [0.0, -0.1, 0.0], [0.0, 0.1, 0.1], [-0.1, 0.0, 0.0], [0.0, 0.0, 0.0], [0.1, 0.0, 0.0], [0.0, 0.0, 0.0], [-0.1, -0.1, 0.0], [0.0, 0.0, 0.0], [0.0, 0.0, 0.0], [0.0, 0.0, 0.0], [0.0, 0.0, 0.0], [0.0, 0.0, 0.0], [0.0, 0.0, 0.0], [0.0, -0.1, 0.0], [0.0, 0.0, 0.0], [0.0, -0.1, 0.0], [0.0, 0.0, 0.0], [0.1, 0.3, 0.0], [-0.3, -0.2, 0.0], [0.2, 0.4, 0.1], [-0.1, 0.2, -0.1], [0.1, 0.5, 0.2], [0.1, -0.4, -0.5], [-0.3, -0.1, 0.0], [0.0, 0.0, 0.0], [0.1, 0.0, 0.0], [0.0, 0.0, 0.0], [0.0, 0.0, 0.0], [-0.1, -0.1, 0.0], [-0.1, 0.2, 0.2], [0.0, 0.0, 0.1], [0.0, 0.0, 0.0], [0.0, 0.0, 0.0], [0.0, 0.0, -0.1], [0.0, 0.1, 0.1], [0.2, -0.2, 0.2], [0.0, -0.1, 0.0], [0.0, 0.0, 0.0], [0.0, 0.0, 0.0], [0.0, 0.1, 0.0], [0.1, -0.1, 0.0], [0.1, -0.1, 0.0], [0.0, 0.0, 0.1], [0.0, 0.0, -0.1], [0.0, 0.0, -0.1], [0.0, 0.0, 0.0], [0.0, 0.0, 0.0], [0.0, 0.0, 0.0], [0.0, 0.0, 0.0], [0.0, 0.1, 0.1], [0.0, 0.0, 0.0], [0.0, 0.0, 0.0], [0.0, 0.0, 0.0], [0.0, 0.0, 0.0], [0.0, 0.0, 0.0], [0.0, 0.1, 0.0], [0.0, 0.0, 0.0], [0.0, 0.0, 0.0], [0.0, 0.0, 0.0], [0.0, 0.0, 0.0]],
  "total_charge": -1,
  "multiplicity": 5,
  "max_force_ha_per_bohr": 0.018,
  "homo_ha": [-0.14779, -0.16027],
  "homo_lumo_gap_ev": [6.46, 6.80]
}